Entry 1:
DFT (ωB97M-V/def2-TZVPD) results for C30H28ClCrN4O4STe as an isolated structure.

Structure (XYZ):
```
70
Properties=species:S:1:pos:R:3:mulliken_spin:R:1
Cr 0.111 -0.213 1.849 2.649
O 0.035 -0.980 3.741 -0.036
C 0.371 -0.219 4.730 -0.010
C 0.338 -0.646 6.076 0.015
C 0.870 0.143 7.083 -0.023
C 1.460 1.368 6.793 0.017
C 1.428 1.843 5.483 -0.032
C 0.849 1.096 4.472 0.006
C 0.649 1.574 3.099 -0.260
N -0.564 1.483 2.542 -0.071
N -1.009 2.401 1.637 0.083
C -1.256 1.821 0.498 -0.041
O -0.867 0.591 0.278 0.005
C -1.936 2.582 -0.561 -0.035
C -2.267 3.929 -0.378 -0.015
C -2.866 4.651 -1.393 0.008
C -3.127 4.050 -2.621 -0.014
C -2.809 2.713 -2.811 0.012
C -2.234 1.981 -1.784 -0.015
H -0.098 -1.614 6.297 0.002
H 0.823 -0.201 8.112 -0.004
H 1.927 1.949 7.580 0.002
H 1.835 2.823 5.251 -0.003
H 1.295 2.382 2.747 -0.042
H -2.038 4.385 0.575 -0.004
H -3.126 5.693 -1.242 0.000
H -3.583 4.622 -3.422 -0.002
H -2.997 2.242 -3.769 -0.001
H -2.001 0.935 -1.925 -0.008
Cl -0.405 -5.265 0.816 0.000
C -0.861 -3.817 -0.121 0.002
C -0.905 -2.569 0.784 -0.015
O -1.945 -2.291 1.383 0.012
O 0.177 -1.903 0.787 -0.029
H -1.836 -4.017 -0.555 0.000
H -0.101 -3.685 -0.886 0.000
C 1.940 -4.228 4.124 0.003
C 2.908 -3.279 3.488 -0.001
C 4.287 -3.372 3.692 -0.001
C 5.062 -2.489 2.963 0.000
N 4.565 -1.546 2.179 -0.002
C 3.218 -1.455 2.132 0.016
S 2.519 -0.122 1.286 -0.066
N 2.399 -2.337 2.717 0.004
H 2.461 -5.020 4.666 0.000
H 1.298 -4.659 3.357 0.000
H 1.292 -3.672 4.801 0.000
H 4.726 -4.101 4.361 0.000
H 6.149 -2.539 3.000 0.000
C -2.028 0.789 -7.588 -0.003
C -1.398 0.607 -6.233 0.046
C -1.707 -0.482 -5.430 -0.026
C -1.100 -0.673 -4.192 -0.029
C -1.494 -1.881 -3.381 0.012
C -0.138 0.237 -3.720 0.045
Te 0.822 -0.083 -1.824 0.930
C 0.144 1.364 -4.514 -0.073
C 1.116 2.414 -4.051 0.004
C -0.477 1.526 -5.745 -0.025
H -2.766 0.010 -7.781 0.000
H -1.274 0.745 -8.378 0.003
H -2.525 1.759 -7.661 0.003
H -2.439 -1.205 -5.778 -0.001
H -2.382 -2.360 -3.798 0.003
H -1.696 -1.603 -2.347 -0.007
H -0.678 -2.606 -3.368 0.003
H 0.805 2.813 -3.084 0.003
H 1.177 3.233 -4.771 0.002
H 2.109 1.984 -3.914 0.004
H -0.239 2.396 -6.352 0.000
```

Results
- Lowest unoccupied orbital energy (alpha / beta): 3.938 / 3.694 eV
- Total charge: -2
- HOMO energy (alpha / beta): -1.82 / -0.51 eV
- Frontier orbital gap (alpha / beta): 5.8 / 4.2 eV
- Strongest force on any atom: 0.020 hartree/bohr
- Spin multiplicity: 4

***

Entry 2:
DFT (ωB97M-V/def2-TZVPD) results for C30H28F12NO2Si2Ti as an isolated structure.

Structure (XYZ):
```
76
Properties=species:S:1:pos:R:3:lowdin_charge:R:1
Ti 0.782 -0.006 0.877 0.859
C -6.034 0.876 0.514 -0.058
C -4.643 0.328 0.343 -0.275
C -4.114 0.078 -0.915 -0.041
C -2.823 -0.399 -1.058 -0.042
C -2.013 -0.650 0.048 -0.268
N -0.687 -1.112 -0.096 -0.039
C -0.471 -2.247 -0.882 -0.180
C -1.570 -3.056 -1.250 -0.024
C -1.453 -4.167 -2.055 -0.046
C -0.219 -4.572 -2.548 -0.281
C -0.081 -5.784 -3.428 -0.063
C 0.875 -3.834 -2.141 -0.003
C 0.801 -2.714 -1.310 -0.049
C 2.128 -2.095 -0.854 -0.299
O 1.949 -1.232 0.189 -0.226
C 2.822 -1.317 -2.013 -0.537
F 2.790 -1.982 -3.180 0.152
F 4.114 -1.062 -1.742 0.158
F 2.219 -0.146 -2.212 0.159
C 3.111 -3.182 -0.313 -0.548
F 2.465 -4.070 0.451 0.169
F 4.074 -2.649 0.437 0.164
F 3.726 -3.871 -1.301 0.135
C -2.527 -0.369 1.329 -0.062
C -3.829 0.101 1.447 0.017
C -1.562 -0.483 2.517 -0.278
O -0.437 0.276 2.257 -0.240
C -1.134 -1.993 2.781 -0.512
F 0.164 -2.178 2.502 0.143
F -1.292 -2.371 4.063 0.146
F -1.842 -2.855 2.047 0.169
C -2.135 0.104 3.829 -0.563
F -1.231 0.100 4.808 0.167
F -3.216 -0.573 4.273 0.141
F -2.504 1.380 3.661 0.160
H -6.624 0.725 -0.392 0.069
H -6.558 0.392 1.339 0.075
H -6.018 1.948 0.721 0.079
H -4.715 0.263 -1.800 0.110
H -2.423 -0.593 -2.045 0.118
H -2.550 -2.795 -0.883 0.107
H -2.347 -4.731 -2.302 0.108
H -1.019 -5.999 -3.943 0.068
H 0.687 -5.647 -4.192 0.073
H 0.186 -6.677 -2.857 0.076
H 1.850 -4.151 -2.486 0.116
H -4.240 0.309 2.424 0.113
C 4.285 1.253 1.714 -0.233
Si 2.495 1.853 1.597 0.549
C 2.090 2.617 3.280 -0.231
C 2.502 3.299 0.373 -0.312
C 3.469 4.312 0.395 -0.106
C 3.430 5.366 -0.503 -0.110
C 2.408 5.430 -1.446 -0.110
C 1.441 4.438 -1.475 -0.110
C 1.476 3.363 -0.576 -0.311
Si 0.152 2.011 -0.583 0.574
C -1.408 2.801 0.126 -0.190
C -0.212 1.594 -2.395 -0.217
H 4.928 2.045 2.115 0.014
H 4.664 0.967 0.730 0.020
H 4.382 0.381 2.366 0.017
H 2.804 3.413 3.519 0.017
H 2.117 1.877 4.085 0.018
H 1.086 3.048 3.269 0.018
H 4.275 4.276 1.124 0.092
H 4.194 6.135 -0.476 0.090
H 2.372 6.250 -2.154 0.090
H 0.651 4.500 -2.219 0.097
H -1.542 3.778 -0.353 0.027
H -1.330 2.948 1.205 0.026
H -2.292 2.192 -0.070 0.011
H -1.089 2.151 -2.743 0.027
H -0.413 0.531 -2.535 0.001
H 0.635 1.858 -3.031 0.020
```

Results
- Lowest unoccupied orbital energy: 2.703 eV
- Total charge: -1
- HOMO energy: -4.44 eV
- Frontier orbital gap: 7.1 eV
- ΔE to the lowest compared entry with this formula, charge and spin: 0.0 kcal/mol
- Strongest force on any atom: 0.010 hartree/bohr

***

Entry 3:
DFT (ωB97M-V/def2-TZVPD) results for C30H28FN3O9Zn as an isolated structure.

Structure (XYZ):
```
72
Properties=species:S:1:pos:R:3:lowdin_charge:R:1
Zn 0.141 1.286 0.335 0.888
C 2.798 -6.095 -1.142 -0.046
C 3.660 -4.954 -1.686 -0.351
C 4.116 -5.198 -3.118 -0.165
C 2.943 -5.160 -4.086 -0.183
C 2.114 -3.927 -3.856 -0.201
C 1.254 -3.463 -4.897 -0.044
C 0.491 -2.328 -4.687 -0.325
F -0.321 -1.901 -5.707 -0.007
C 0.516 -1.619 -3.514 0.027
C 1.360 -2.081 -2.455 -0.076
C 1.397 -1.369 -1.222 -0.290
O 0.735 -0.319 -1.002 -0.160
C 2.257 -1.895 -0.150 -0.035
C 2.970 -3.003 -0.387 -0.025
N 2.963 -3.690 -1.584 -0.021
C 2.152 -3.255 -2.641 -0.102
C 2.264 -1.131 1.186 -0.607
O 2.998 -1.582 2.093 -0.059
O 1.507 -0.134 1.222 -0.087
H 3.311 -7.056 -1.247 0.069
H 1.840 -6.154 -1.661 0.079
H 2.588 -5.939 -0.082 0.074
H 4.561 -4.898 -1.066 0.135
H 4.640 -6.157 -3.190 0.103
H 4.834 -4.421 -3.395 0.119
H 2.316 -6.057 -3.966 0.099
H 3.324 -5.170 -5.113 0.102
H 1.196 -3.981 -5.847 0.082
H -0.087 -0.732 -3.374 0.103
H 3.603 -3.419 0.392 0.123
C 1.995 -0.028 7.076 -0.103
O 1.334 1.213 7.121 -0.102
C 0.844 1.753 5.968 -0.298
C 0.195 3.001 6.097 -0.060
C -0.326 3.616 4.987 -0.068
C -0.236 3.043 3.702 -0.095
C -0.777 3.674 2.520 -0.323
C -1.496 4.994 2.532 -0.004
O -0.586 2.984 1.476 -0.099
C 0.440 1.742 3.581 -0.291
O 0.501 1.266 2.408 -0.095
C 0.971 1.129 4.753 0.068
H 2.302 -0.271 8.092 0.080
H 2.882 0.022 6.438 0.097
H 1.330 -0.814 6.707 0.094
H 0.112 3.464 7.073 0.092
H -0.810 4.572 5.158 0.087
H -1.560 5.421 3.530 0.052
H -2.514 4.869 2.158 0.089
H -0.978 5.714 1.897 0.080
H 1.472 0.175 4.662 0.113
O -0.204 1.316 -1.524 -0.372
O -7.008 0.470 -1.276 -0.051
C -6.348 1.081 -2.389 -0.255
N -5.102 1.600 -1.951 0.092
C -4.774 2.922 -2.039 -0.425
O -5.562 3.733 -2.513 0.031
C -3.434 3.350 -1.554 -0.112
C -3.087 4.688 -1.653 -0.026
C -1.838 5.080 -1.211 -0.057
C -0.977 4.130 -0.672 -0.120
N -1.307 2.847 -0.568 -0.069
C -2.497 2.470 -1.009 -0.056
H -7.815 0.069 -1.615 0.073
H -6.959 1.883 -2.799 0.117
H -6.173 0.329 -3.168 0.125
H -4.450 0.938 -1.565 0.132
H -3.778 5.405 -2.072 0.109
H -1.529 6.116 -1.278 0.095
H 0.002 4.427 -0.322 0.123
H -2.695 1.409 -0.914 0.113
```

Results
- Lowest unoccupied orbital energy (alpha / beta): 3.869 / 3.872 eV
- Total charge: -2
- HOMO energy (alpha / beta): -1.27 / 1.42 eV
- Frontier orbital gap (alpha / beta): 5.1 / 2.5 eV
- ΔE to the lowest compared entry with this formula, charge and spin: 205.1 kcal/mol
- Strongest force on any atom: 0.090 hartree/bohr

***

| no. | energy (hartree) |
| --- | --- |
| 1 | -3850.95985 |
| 2 | -3992.36266 |
| 3 | -3880.47346 |